Entry 1:
# C24H28N4O4

One molecule with the formula C24H28N4O4 at a distorted geometry (ωB97M-V/def2-TZVPD, the Open Molecules 2025 dataset).

Computed properties:
SMILES string: CCc1nn(CCCC(=O)NCc2ccc(OC(C)C)cc2)c(=O)c2cc3occc3n12
Energy above the lowest of the compared OMol25 structures with the same formula, charge and spin: 75.9 kcal per mole
2S+1: 1
HOMO energy: -8.20 eV
E: -39492.9346 eV
Kohn-Sham gap: 8.7 eV

Element x y z (Å)
C 0.0897 -0.3535 -4.2306
C -0.1252 0.7928 -3.2530
C 0.4801 0.5724 -1.9019
N 1.0517 -0.5271 -1.5854
N 1.6140 -0.6991 -0.3718
C 2.1703 -2.0057 -0.0571
C 2.9321 -2.6973 -1.1853
C 2.0590 -3.3184 -2.2887
C 0.8042 -3.9414 -1.6901
O 0.7625 -5.0561 -1.2140
N -0.2593 -3.1078 -1.7544
C -1.4681 -3.2926 -0.9701
C -1.5560 -2.1792 0.0403
C -1.0609 -2.3322 1.3261
C -1.0385 -1.2774 2.2221
C -1.5249 -0.0291 1.8431
O -1.5846 1.0719 2.6267
C -1.2873 0.9790 4.0180
C -2.0758 2.0964 4.6957
C 0.2107 1.1199 4.2879
C -2.0187 0.1306 0.5444
C -2.0275 -0.9261 -0.3395
C 1.6028 0.2493 0.6335
O 2.0884 0.0209 1.7289
C 0.9740 1.4963 0.2601
C 0.7823 2.6554 0.9881
C 0.0668 3.5053 0.1354
O -0.4722 4.7368 0.1153
C -1.0382 4.8688 -1.1087
C -0.8847 3.7627 -1.8934
C -0.1573 2.8549 -1.0869
N 0.4075 1.6185 -1.0125
H 1.1477 -0.5859 -4.3123
H -0.2795 -0.0702 -5.2132
H -0.4398 -1.2465 -3.9119
H -1.1955 0.9780 -3.1197
H 0.3124 1.7093 -3.6611
H 2.8496 -1.8236 0.7806
H 1.3684 -2.6563 0.3049
H 3.6380 -1.9969 -1.6352
H 3.5043 -3.4969 -0.7123
H 2.6325 -4.0984 -2.7900
H 1.7777 -2.5606 -3.0168
H -0.0562 -2.1480 -2.0096
H -2.3369 -3.2795 -1.6376
H -1.3985 -4.2713 -0.4904
H -0.6839 -3.2955 1.6393
H -0.6267 -1.4398 3.2046
H -1.6468 0.0113 4.3956
H -1.7877 3.0547 4.2716
H -1.8703 2.1005 5.7623
H -3.1422 1.9555 4.5385
H 0.4361 0.7963 5.3007
H 0.7962 0.5275 3.5881
H 0.5080 2.1603 4.1836
H -2.3953 1.1015 0.2594
H -2.4180 -0.7846 -1.3381
H 1.1227 2.8303 1.9857
H -1.5275 5.8007 -1.3122
H -1.2486 3.6409 -2.8924

---

Entry 2:
# C24H28N9ReS2

C24H28N9ReS2 as an isolated structure at a distorted geometry (ωB97M-V/def2-TZVPD, the Open Molecules 2025 dataset).

Computed properties:
Energy above the lowest of the compared OMol25 structures with the same formula, charge and spin: 59.5 kcal per mole
2S+1: 2
HOMO energy (alpha / beta): -15.83 / -15.75 eV
Total charge: +3
E: -62529.2149 eV
Kohn-Sham gap (alpha / beta): 5.5 / 5.1 eV

Element x y z (Å)
Re -1.0486 -0.2779 -0.3982
N 2.7830 2.8329 0.9468
C 2.2936 1.6002 0.8895
S 2.7733 0.4434 2.0671
N 1.3370 1.3193 0.0239
N 0.9411 0.1397 -0.3746
C 1.7927 -0.8206 -0.7656
C 3.2036 -0.5975 -1.0121
C 3.6424 0.6030 -1.6074
C 4.9726 0.7879 -1.9135
C 5.9035 -0.2105 -1.6366
C 5.4910 -1.3784 -1.0030
C 4.1631 -1.5791 -0.6941
C 1.1632 -2.1191 -0.9583
C 1.7664 -3.2279 -1.5620
C 1.0859 -4.4335 -1.6176
C -0.1652 -4.5278 -1.0152
C -0.7273 -3.3818 -0.4783
N -0.1153 -2.1970 -0.4992
H 3.4608 3.0735 1.6561
H 2.5556 3.5316 0.2561
H 2.9191 1.3521 -1.8978
H 5.2907 1.6946 -2.4033
H 6.9371 -0.0854 -1.9196
H 6.2144 -2.1349 -0.7434
H 3.8632 -2.4649 -0.1543
H 2.7458 -3.1311 -2.0020
H 1.5265 -5.2857 -2.1142
H -0.7012 -5.4633 -0.9918
H -1.6966 -3.4189 0.0056
C -2.5139 4.8679 -0.2876
N -2.3221 3.9997 0.8449
C -2.3373 4.3652 2.1582
C -2.1068 3.2583 2.9011
N -1.9433 2.1846 2.0362
C -2.0619 2.6815 0.7660
S -1.9421 1.9074 -0.7318
C -1.7098 0.8783 2.5087
C -2.1107 0.6069 3.8206
C -1.7286 -0.5620 4.4476
C -0.9176 -1.4405 3.7395
C -0.6590 -1.1607 2.4151
N -1.0805 -0.0569 1.7646
H -2.8691 5.8371 0.0556
H -3.2485 4.4493 -0.9777
H -1.5726 4.9933 -0.8269
H -2.5028 5.3750 2.4800
H -2.0029 3.1837 3.9626
H -2.7267 1.3108 4.3515
H -2.0497 -0.7738 5.4558
H -0.5189 -2.3316 4.1971
H -0.0717 -1.8540 1.8302
N -3.1999 -1.0972 -0.5330
C -3.4157 -1.6274 -1.8986
C -2.7639 -0.6675 -2.8877
N -1.3168 -0.5782 -2.5875
H -3.4600 -1.8146 0.1450
H -3.8601 -0.3285 -0.3854
H -4.4802 -1.7273 -2.1253
H -2.9514 -2.6157 -1.9753
H -3.1961 0.3305 -2.7689
H -2.9400 -1.0055 -3.9115
H -0.9306 0.1965 -3.1326
H -0.8609 -1.4276 -2.9335

---

Entry 3:
# C24H29AsN2O2PdS

C24H29AsN2O2PdS as an isolated structure at a distorted geometry (ωB97M-V/def2-TZVPD, the Open Molecules 2025 dataset).

Computed properties:
Energy above the lowest of the compared OMol25 structures with the same formula, charge and spin: 125.4 kcal per mole
2S+1: 1
HOMO energy: -14.35 eV
Total charge: +2
E: -107567.9486 eV
Kohn-Sham gap: 5.0 eV

Element x y z (Å)
Pd -1.6215 -0.4452 -0.0404
C 3.5360 -2.4316 0.3178
C 4.3672 -1.1489 0.2898
C 5.1776 -1.0518 1.5919
C 5.3186 -1.2023 -0.9157
C 3.5033 0.0904 0.1684
C 4.1901 1.3822 0.1194
C 3.5280 2.5418 0.0060
C 2.0794 2.5777 -0.0920
S 1.2941 3.9199 -0.5493
C -0.9150 2.1436 0.4672
N 0.0823 1.1363 0.2812
C 1.3594 1.2781 0.1162
C 2.1538 0.0718 0.1271
C -3.3567 1.1892 0.6163
C -4.4796 2.0799 0.6981
C -5.6938 1.5439 0.4169
C -5.8252 0.1671 0.0557
C -4.7734 -0.7247 -0.0127
C -3.5056 -0.2237 0.2195
H 4.1995 -3.2871 0.4279
H 2.9761 -2.5676 -0.6098
H 2.8441 -2.4487 1.1600
H 5.8095 -1.9334 1.6868
H 4.5229 -1.0087 2.4616
H 5.8306 -0.1826 1.6129
H 5.9046 -2.1182 -0.8671
H 6.0200 -0.3723 -0.9296
H 4.7685 -1.2035 -1.8556
H 5.2684 1.3887 0.1513
H 4.0457 3.4869 -0.0759
H 1.6008 -0.8576 0.2046
H -4.3621 3.1041 1.0204
H -6.5898 2.1431 0.4704
H -6.8175 -0.1794 -0.2005
H -4.9513 -1.7492 -0.3129
O -0.0568 3.2838 2.4193
C -0.7017 3.3604 1.4211
C -1.5419 4.5201 0.9295
C -1.8712 4.2771 -0.5392
C -1.4470 2.8613 -0.8806
O -1.5557 2.2463 -1.8932
N -2.0643 1.3759 0.8076
H -1.0113 5.4520 1.1193
H -2.4347 4.5375 1.5620
H -1.3113 4.9280 -1.2119
H -2.9239 4.3910 -0.8019
C -2.5165 -3.8387 0.6098
As -1.5999 -2.7457 -0.6916
C 0.1708 -3.5132 -0.7746
C -2.4036 -3.2051 -2.3849
H -2.4138 -4.8878 0.3240
H -3.5723 -3.5804 0.6496
H -2.0730 -3.6833 1.5941
H 0.0782 -4.5721 -1.0281
H 0.6643 -3.4144 0.1953
H 0.7628 -3.0072 -1.5386
H -2.1938 -4.2564 -2.5966
H -1.9895 -2.5804 -3.1766
H -3.4825 -3.0571 -2.3394

---

Entry 4:
# C24H29ClLaN3P2

C24H29ClLaN3P2 as an isolated structure at a distorted geometry (ωB97M-V/def2-TZVPD, the Open Molecules 2025 dataset).

Computed properties:
2S+1: 1
HOMO energy: -13.39 eV
Total charge: +2
E: -61771.2769 eV
Kohn-Sham gap: 6.1 eV

Element x y z (Å)
La -0.9246 0.9870 -0.6366
Cl -0.0701 -0.5273 1.2922
P 1.2448 0.0166 -2.2263
C 1.7324 1.7093 -2.6223
C 1.6035 2.1550 -3.9458
C 2.1221 3.3684 -4.3639
C 2.7273 4.1980 -3.4179
C 2.7865 3.7786 -2.0803
C 2.2845 2.5524 -1.6488
C 2.5739 -0.9726 -1.6563
C 2.2881 -2.1764 -0.9669
C 3.3880 -2.9158 -0.5668
C 4.7007 -2.4495 -0.8011
C 4.9555 -1.2272 -1.4406
C 3.8734 -0.4749 -1.8596
C 0.2634 -0.8034 -3.4901
C -1.0736 -1.2118 -3.3379
C -1.5525 -2.0121 -4.3892
C -0.7628 -2.3551 -5.5107
C 0.5601 -1.9100 -5.6222
C 1.0548 -1.1400 -4.5897
H 1.2438 -2.4583 -0.7797
H 3.1846 -3.8815 -0.1174
H 5.5427 -3.0726 -0.4986
H 5.9730 -0.8697 -1.6293
H 4.0221 0.5058 -2.3115
H 1.1054 1.5158 -4.6589
H 2.0973 3.6615 -5.4119
H 3.1658 5.1545 -3.7227
H 3.2543 4.4018 -1.3276
H 2.3099 2.1969 -0.6079
H -1.6583 -0.9340 -2.4314
H -2.5850 -2.3379 -4.3074
H -1.1845 -2.9486 -6.3269
H 1.1755 -2.1209 -6.4976
H 2.0822 -0.7947 -4.6035
H -1.1452 3.6343 -5.6125
H -1.5622 3.0432 -5.8124
C -5.1854 0.9987 2.6444
N -3.9945 0.1186 2.7318
C -3.1335 0.6296 3.8011
N -2.6564 1.9832 3.5164
C -3.8389 2.8723 3.4323
N -4.8504 2.4490 2.3956
C -4.3812 2.7070 0.9833
P -2.9499 1.7069 0.9051
C -3.3961 -0.0658 1.4081
C -1.7856 2.1499 2.3490
H -5.7045 0.9339 3.6108
H -5.8331 0.6206 1.8493
H -2.2857 -0.0566 3.9857
H -3.7833 0.7136 4.7120
H -3.4955 3.8889 3.2211
H -4.3323 2.8464 4.4166
H -5.0892 2.4046 0.1768
H -4.1104 3.7638 0.7521
H -2.5288 -0.7645 1.3042
H -4.1844 -0.5321 0.7758
H -1.4467 3.2060 2.3563
H -0.8279 1.5780 2.3209

---

Entry 5:
# C24H29CuN8O4S

C24H29CuN8O4S as an isolated structure (ωB97M-V/def2-TZVPD, the Open Molecules 2025 dataset).

Computed properties:
Energy above the lowest of the compared OMol25 structures with the same formula, charge and spin: 0.0 kcal per mole
2S+1: 2
HOMO energy (alpha / beta): -10.28 / -10.27 eV
Total charge: +1
E: -100943.9127 eV
Kohn-Sham gap (alpha / beta): 7.6 / 7.5 eV

Element x y z (Å)
Cu -0.0708 -0.6512 0.3495
N 0.6776 1.0905 2.9990
C 0.1216 -0.0728 3.3407
N 0.0481 -0.3881 4.6296
C -0.5545 -1.5411 4.9086
N -0.6338 -1.9170 6.1863
N -1.1079 -2.3762 3.9955
C -0.9486 -1.9978 2.7525
N -0.3228 -0.8873 2.3500
C -1.4991 -2.8622 1.6734
C -2.2987 -3.9571 1.9488
C -2.7807 -4.6989 0.8801
C -2.4420 -4.3231 -0.4097
C -1.6331 -3.2116 -0.5903
N -1.1758 -2.4969 0.4313
H 0.9128 1.7181 3.7488
H 0.5420 1.4580 2.0602
H -0.2676 -1.3198 6.9053
H -1.1198 -2.7627 6.4225
H -2.5276 -4.2021 2.9750
H -3.4144 -5.5581 1.0538
H -2.7964 -4.8763 -1.2680
H -1.3371 -2.8707 -1.5747
O -0.3153 4.3488 -0.1539
C -1.6442 4.1313 -0.1146
C -2.4919 5.2285 -0.2724
C -3.8595 5.0568 -0.2290
C -4.4197 3.7937 -0.0333
C -3.5858 2.7071 0.1082
C -2.1944 2.8537 0.0718
C -1.3351 1.6605 0.1985
O -1.8362 0.5075 0.2112
O -0.0575 1.8088 0.2744
H 0.1050 3.4820 0.0316
H -2.0487 6.2047 -0.4199
H -4.5036 5.9193 -0.3475
H -5.4936 3.6714 0.0046
H -3.9833 1.7108 0.2488
C -0.8173 0.7424 -5.2006
C -0.5484 -0.2924 -4.1174
S -0.2256 0.4658 -2.5216
O 0.1055 -0.7465 -1.6502
C 1.3593 1.2639 -2.8128
C 2.4726 0.3267 -3.2414
H -1.1090 0.2350 -6.1191
H 0.0661 1.3398 -5.4259
H -1.6270 1.4147 -4.9153
H 0.2793 -0.9607 -4.3562
H -1.4320 -0.9051 -3.9315
H 1.5662 1.7498 -1.8586
H 1.1620 2.0620 -3.5328
H 2.4812 -0.5683 -2.6177
H 3.4337 0.8280 -3.1273
H 2.3771 0.0303 -4.2857
N 6.1119 -1.0049 0.1714
C 4.7660 -0.9188 0.2785
C 3.9576 -2.0664 0.3089
C 2.5944 -1.9253 0.3973
N 1.9735 -0.7398 0.4547
C 2.7408 0.3572 0.4265
C 4.1116 0.3212 0.3419
H 6.5719 -1.8946 0.2364
H 6.6837 -0.1852 0.2636
H 4.3926 -3.0563 0.2654
H 1.9589 -2.8036 0.4202
H 2.2157 1.3021 0.4731
H 4.6703 1.2482 0.3292

---

Entry 6:
# C24H29FN7O5

A 2-piece molecular cluster, C24H29FN7O5 overall at a distorted geometry (ωB97M-V/def2-TZVPD, the Open Molecules 2025 dataset).

Computed properties:
2S+1: 1
HOMO energy: -10.18 eV
Total charge: +1
E: -48739.9030 eV
Kohn-Sham gap: 7.2 eV

Element x y z (Å)
O 9.9447 6.5678 2.6581
O -4.8837 -1.2180 0.0606
O -1.2049 -2.3191 -2.7086
F 2.0981 3.8560 -1.4040
N 6.4200 3.3885 0.9293
N 4.5250 4.1582 0.0046
O 9.4905 8.7454 3.0374
O 5.6593 2.3140 0.4371
C 9.1785 7.5142 2.5735
C -4.5033 -0.9928 -1.0833
C -1.5021 -3.0124 -1.7450
C 5.7127 4.4511 0.6499
C 4.5326 2.8566 -0.1066
C -7.0738 -5.4212 1.6966
C 1.5513 0.2748 -1.8197
C 5.7759 8.2147 1.0502
C 2.6951 -0.2534 -1.2206
C 1.3782 1.6603 -1.8637
C 7.0224 8.4091 1.6546
C 5.3440 6.9253 0.7226
C 7.4083 6.0249 1.6014
C 3.6569 0.6008 -0.6732
C 2.3342 2.5263 -1.3183
C 7.8593 7.3152 1.9388
C 6.1556 5.8131 0.9946
C 3.4923 2.0009 -0.7091
N -8.2380 -5.2957 2.2687
N -0.5681 -3.7923 -1.1945
N -6.9801 -5.4843 0.3776
N -3.6403 -1.7785 -1.7327
N -6.0275 -5.4810 2.4731
C -5.0170 0.2146 -1.8311
C -0.6503 -4.6141 0.0148
C -5.7434 -5.5681 -0.4302
C -5.0547 -4.2017 -0.5361
C -3.7474 -4.2309 -1.3500
C -2.9238 -2.9343 -1.1555
H 10.3848 8.6488 3.3986
H 0.8043 -0.3834 -2.2576
H 5.1401 9.0684 0.8338
H 2.8428 -1.3286 -1.1837
H 0.4946 2.0829 -2.3311
H 7.3416 9.4197 1.8996
H 4.3718 6.7840 0.2551
H 8.0491 5.1720 1.8194
H 4.5403 0.1606 -0.2163
H -9.0714 -5.2351 1.7100
H -8.3075 -5.2387 3.2683
H 0.3188 -3.7617 -1.6749
H -7.8431 -5.4405 -0.1387
H -3.3405 -1.4764 -2.6515
H -6.1220 -5.4135 3.4696
H -5.1204 -5.5585 2.0523
H -5.7086 0.7610 -1.1910
H -5.5308 -0.1072 -2.7347
H -4.1805 0.8604 -2.0933
H -1.0609 -5.5965 -0.2245
H 0.3521 -4.7540 0.4249
H -1.2649 -4.1311 0.7753
H -5.0557 -6.2930 0.0091
H -5.9948 -5.9122 -1.4358
H -5.7517 -3.5042 -1.0019
H -4.8312 -3.8500 0.4718
H -3.1581 -5.0845 -1.0182
H -3.9768 -4.3689 -2.4085
H -2.7980 -2.7539 -0.0876

---

Entry 7:
# C24H29IrN9

C24H29IrN9 as an isolated structure at a distorted geometry (ωB97M-V/def2-TZVPD, the Open Molecules 2025 dataset).

Computed properties:
Energy above the lowest of the compared OMol25 structures with the same formula, charge and spin: 25.5 kcal per mole
2S+1: 1
HOMO energy: -17.12 eV
Total charge: +3
E: -41584.7201 eV
Kohn-Sham gap: 7.1 eV

Element x y z (Å)
Ir 0.3880 0.8169 -0.1937
C -0.3077 3.6253 -1.1760
N 0.8554 2.8245 -0.7481
C 2.0039 2.7881 -1.6755
C 2.9299 1.8185 -1.0338
N 2.4235 0.8883 -0.2140
C 3.5393 0.1601 0.2872
C 3.6564 -0.8734 1.2112
C 4.9269 -1.3413 1.4786
C 6.0663 -0.7960 0.8646
C 5.9660 0.2479 -0.0276
C 4.6812 0.7012 -0.2967
N 4.2443 1.7540 -1.1106
C -1.3930 3.1196 -0.2942
N -1.2443 1.9202 0.2527
C -2.4518 1.6167 0.9089
C -2.8725 0.4835 1.5998
C -4.1455 0.5125 2.1295
C -4.9797 1.6368 1.9873
C -4.5687 2.7612 1.3069
C -3.2865 2.7211 0.7672
N -2.5756 3.6500 0.0023
H -0.5297 3.3979 -2.2216
H -0.1357 4.6995 -1.0945
H 1.1727 3.1983 0.1495
H 2.4510 3.7722 -1.8245
H 1.6584 2.4148 -2.6417
H 2.8026 -1.2821 1.7275
H 5.0530 -2.1427 2.1941
H 7.0413 -1.1930 1.1103
H 6.8395 0.6989 -0.4792
H 4.8356 2.3496 -1.6752
H -2.2244 -0.3708 1.7294
H -4.5131 -0.3430 2.6807
H -5.9682 1.6176 2.4256
H -5.2073 3.6287 1.2068
H -2.9053 4.5613 -0.2836
C 1.6178 -4.4444 -0.9254
C 1.1624 -3.2730 -0.1274
C 0.7653 -3.1676 1.1918
C 0.4577 -1.8239 1.4174
N 0.6421 -1.1425 0.2746
N 1.0754 -2.0361 -0.6502
C 0.0487 -1.1593 2.6872
H 1.6909 -5.3206 -0.2871
H 2.5947 -4.2591 -1.3727
H 0.9142 -4.6657 -1.7293
H 0.7205 -3.9680 1.9122
H 1.2454 -1.7568 -1.6032
H -0.8547 -1.6172 3.0908
H -0.1218 -0.0937 2.5454
H 0.8267 -1.2787 3.4428
C -4.1892 -0.6789 -2.4365
N -3.1208 -1.2875 -1.6130
C -3.2853 -2.6849 -1.1589
C -2.0249 -0.6622 -1.3892
N -1.0400 -0.0477 -1.2703
H -4.1302 -1.0603 -3.4544
H -4.0809 0.4022 -2.4373
H -5.1464 -0.9505 -1.9982
H -3.2703 -3.3580 -2.0149
H -4.2429 -2.7653 -0.6491
H -2.4806 -2.9437 -0.4742

---

Entry 8:
# C24H29N3O4

One molecule with the formula C24H29N3O4 (ωB97M-V/def2-TZVPD, the Open Molecules 2025 dataset).

Computed properties:
SMILES string: CC(C)COc1ccc(/C(O)=C2/C(=O)C(=O)N(CCN(C)C)[C@@H]2c2ccncc2)cc1
Energy above the lowest of the compared OMol25 structures with the same formula, charge and spin: 54.6 kcal per mole
2S+1: 1
HOMO energy: -8.78 eV
E: -38018.9958 eV
Kohn-Sham gap: 8.4 eV

Element x y z (Å)
C 6.0096 -2.8310 -2.9251
C 4.5798 -3.2351 -3.2738
C 4.5563 -4.2238 -4.4353
C 3.7568 -1.9895 -3.6331
O 3.6388 -1.0785 -2.5568
C 2.7599 -1.3149 -1.5598
C 2.7615 -0.3713 -0.5255
C 1.8670 -0.4636 0.5137
C 0.9572 -1.5189 0.5689
C -0.0647 -1.6047 1.6189
O -0.2019 -2.7784 2.2138
C -0.9023 -0.5649 1.9183
C -2.0252 -0.7443 2.7977
O -2.2613 -1.7428 3.4715
C -2.8834 0.5026 2.6689
O -3.9204 0.7620 3.2344
N -2.2648 1.2874 1.7502
C -2.7683 2.5736 1.3447
C -2.0601 3.7244 2.0752
N -2.6555 5.0005 1.7303
C -2.1849 5.4984 0.4554
C -2.4789 5.9889 2.7739
C -1.0090 0.7741 1.2373
C -1.0264 0.6247 -0.2672
C -0.1268 1.3037 -1.0775
C -0.1498 1.0608 -2.4423
N -0.9939 0.2246 -3.0179
C -1.8728 -0.3964 -2.2498
C -1.9339 -0.2347 -0.8757
C 0.9930 -2.4878 -0.4281
C 1.8697 -2.3851 -1.4896
H 6.5765 -3.6938 -2.5844
H 6.0073 -2.0833 -2.1357
H 6.5079 -2.4116 -3.7965
H 4.1301 -3.7066 -2.3933
H 3.5393 -4.5380 -4.6597
H 5.1410 -5.1061 -4.1887
H 4.9800 -3.7694 -5.3282
H 2.7663 -2.2695 -4.0107
H 4.2743 -1.4235 -4.4130
H 3.4764 0.4347 -0.5758
H 1.8888 0.2657 1.3087
H -0.9707 -2.7278 2.8464
H -3.8300 2.6041 1.5988
H -2.6543 2.6686 0.2614
H -0.9777 3.7040 1.8499
H -2.1860 3.5590 3.1475
H -1.1025 5.7095 0.4573
H -2.7158 6.4182 0.2170
H -2.3950 4.7716 -0.3263
H -3.0013 6.9000 2.4865
H -2.9175 5.6174 3.6981
H -1.4211 6.2362 2.9564
H -0.1917 1.4515 1.5230
H 0.5858 1.9960 -0.6566
H 0.5453 1.5567 -3.1067
H -2.5549 -1.0608 -2.7631
H -2.6635 -0.7693 -0.2867
H 0.3043 -3.3175 -0.3809
H 1.8445 -3.1413 -2.2572